{"formula": "C10H25NO6Pd", "method": "wB97M-V/def2-TZVPD", "e_homo_ev": [-6.7819, -6.6039], "lumo_ev": [0.19, 0.17], "s_squared": 2.008, "multiplicity": 3, "homo_lumo_gap_ev": [6.97, 6.77], "species": ["Pd", "O", "C", "C", "O", "H", "H", "H", "H", "C", "O", "C", "C", "N", "C", "C", "O", "C", "H", "H", "H", "H", "H", "H", "H", "H", "H", "H", "H", "H", "H", "H", "H", "C", "C", "O", "O", "H", "H", "H", "H", "H", "H"], "xyz": [[9.44260, 7.49650, 6.55430], [9.30444, 9.51989, 5.55405], [8.23769, 9.26881, 4.58091], [7.14428, 8.17089, 4.90801], [7.59740, 6.89125, 5.35703], [8.64763, 9.06588, 3.59153], [7.69300, 10.18300, 4.34494], [6.53222, 8.21905, 4.00737], [6.48336, 8.60185, 5.66003], [12.49666, 8.56467, 7.27130], [11.25340, 8.25561, 7.77727], [10.94030, 8.92310, 8.96685], [9.64195, 8.37769, 9.48570], [8.60808, 8.35528, 8.47756], [7.36186, 7.73503, 8.91211], [6.57582, 8.73053, 9.82712], [6.47472, 10.00827, 9.25565], [5.32792, 10.17467, 8.43218], [13.23560, 7.94163, 7.77519], [12.74430, 9.61469, 7.42698], [12.58510, 8.34104, 6.20816], [10.79720, 9.99295, 8.81502], [11.73344, 8.87499, 9.71298], [9.37654, 8.91321, 10.39723], [9.83184, 7.33083, 9.72262], [8.38618, 9.33801, 8.40601], [7.57260, 6.86244, 9.53040], [6.71922, 7.30838, 8.14201], [7.09956, 8.85742, 10.77459], [5.58420, 8.34523, 10.06442], [5.31486, 11.11071, 7.87383], [4.41186, 10.22815, 9.02047], [5.12204, 9.39061, 7.70350], [10.89298, 5.11838, 5.40178], [10.83034, 4.76328, 6.87981], [9.73672, 5.48508, 7.44554], [10.92758, 6.51298, 5.26750], [10.13308, 4.65129, 4.77528], [11.80464, 4.84124, 4.87247], [11.69886, 5.05287, 7.47132], [10.65060, 3.70357, 7.06096], [9.45350, 5.00225, 8.22545], [11.24922, 6.55855, 4.36414]]}

{"formula": "C10H25O6PS2", "method": "wB97M-V/def2-TZVPD", "e_homo_ev": -8.8532, "lumo_ev": 0.52, "multiplicity": 1, "homo_lumo_gap_ev": 9.37, "species": ["O", "C", "O", "C", "C", "C", "C", "C", "O", "P", "O", "H", "H", "H", "H", "H", "H", "H", "H", "H", "H", "H", "H", "H", "C", "S", "O", "C", "H", "H", "H", "H", "H", "H", "C", "S", "O", "C", "H", "H", "H", "H", "H", "H"], "xyz": [[1.56455, 3.71283, 2.51421], [1.70754, 2.65725, 3.09852], [2.49727, 1.66134, 2.61435], [1.86927, 0.40506, 2.32912], [0.39637, 0.31646, 2.69713], [-0.23770, -1.04355, 2.37924], [-1.44527, -1.30040, 3.26233], [-2.51961, -0.23307, 3.17478], [-2.82621, 0.09232, 1.82849], [3.01143, -0.86738, 3.02106], [4.30830, -0.83792, 2.31829], [1.29943, 2.52061, 4.10112], [1.92267, 0.27160, 1.26213], [0.21504, 0.51541, 3.74163], [-0.13270, 1.02692, 2.08162], [0.45133, -1.85348, 2.55822], [-0.50729, -1.07714, 1.33517], [-1.07385, -1.37242, 4.27824], [-1.87100, -2.26560, 3.03938], [-2.19983, 0.65351, 3.70353], [-3.41321, -0.60711, 3.65151], [-2.38900, 0.91451, 1.63194], [3.15333, -0.56744, 4.39272], [2.44348, -2.14819, 2.90985], [2.20596, 0.24411, -2.81580], [1.36105, 1.10099, -1.48182], [0.02631, 0.45435, -1.30196], [1.08772, 2.62502, -2.38519], [2.43302, -0.76476, -2.47623], [1.56165, 0.20601, -3.69525], [3.13298, 0.76766, -3.04519], [0.51563, 2.41345, -3.28969], [2.04974, 3.07253, -2.63269], [0.52711, 3.29803, -1.74046], [-3.27130, -1.46695, -4.97416], [-2.11226, -0.35472, -4.16526], [-1.28652, 0.26422, -5.23887], [-1.12982, -1.66251, -3.43189], [-3.97291, -0.86223, -5.54443], [-2.73164, -2.13525, -5.64509], [-3.81057, -2.03655, -4.21769], [-0.75742, -2.32139, -4.21847], [-1.74431, -2.21790, -2.72371], [-0.30876, -1.19826, -2.90073]]}

{"formula": "C10H26AlO6", "method": "wB97M-V/def2-TZVPD", "e_homo_ev": -5.0319, "lumo_ev": 2.68, "total_charge": -1, "multiplicity": 1, "homo_lumo_gap_ev": 7.71, "species": ["O", "C", "O", "C", "Al", "H", "H", "H", "H", "H", "H", "C", "O", "C", "C", "O", "C", "H", "H", "H", "H", "H", "H", "H", "H", "H", "H", "C", "O", "C", "C", "O", "C", "H", "H", "H", "H", "H", "H", "H", "H", "H", "H"], "xyz": [[6.04236, -3.20747, 2.54048], [5.59232, -2.53827, 1.65572], [6.14281, -1.35603, 1.28084], [4.37067, -2.90158, 0.93405], [2.83446, -1.87777, 1.89863], [6.54706, -0.97757, 2.07353], [4.22515, -3.97361, 0.95438], [4.46392, -2.55613, -0.09787], [3.45520, -0.93994, 3.06310], [1.86993, -2.99840, 2.53887], [2.01586, -0.97442, 0.85000], [0.59178, 1.26022, -2.21510], [1.22951, 1.47247, -0.97456], [2.16426, 2.53460, -1.00444], [1.60556, 3.77944, -0.35157], [0.53904, 4.33889, -1.11289], [-0.73327, 4.05019, -0.56458], [-0.21509, 0.54531, -2.05515], [0.16719, 2.18573, -2.61665], [1.29661, 0.83508, -2.93894], [2.48501, 2.74637, -2.02976], [3.04010, 2.20385, -0.43721], [2.39479, 4.53717, -0.30305], [1.28176, 3.56150, 0.66964], [-0.88571, 4.61406, 0.36278], [-0.85407, 2.98229, -0.36763], [-1.48671, 4.35903, -1.28890], [-2.76470, 0.32721, 0.34507], [-3.54325, -0.09315, -0.76658], [-3.11679, -1.34172, -1.29287], [-4.04106, -2.46372, -0.87066], [-3.95488, -2.71672, 0.52323], [-5.04393, -2.18339, 1.25005], [-3.25211, 1.19504, 0.78897], [-2.68530, -0.45526, 1.10242], [-1.76256, 0.62005, 0.01638], [-2.08635, -1.55875, -0.99782], [-3.14622, -1.25704, -2.38467], [-3.73455, -3.38230, -1.38173], [-5.07242, -2.24112, -1.16248], [-5.95698, -2.75402, 1.04289], [-5.20892, -1.12890, 1.01389], [-4.81048, -2.27121, 2.31022]]}

{"formula": "C10H26AsF6MgN3O11", "method": "wB97M-V/def2-TZVPD", "e_homo_ev": -9.0737, "lumo_ev": -0.60, "multiplicity": 1, "homo_lumo_gap_ev": 8.47, "de_lowest_ev": 0.000, "species": ["Mg", "N", "O", "O", "O", "As", "F", "F", "F", "F", "F", "F", "C", "N", "O", "O", "H", "H", "H", "C", "N", "O", "O", "H", "H", "H", "C", "O", "C", "C", "O", "C", "H", "H", "H", "H", "H", "H", "H", "H", "H", "H", "C", "O", "C", "C", "O", "C", "H", "H", "H", "H", "H", "H", "H", "H", "H", "H"], "xyz": [[-4.69794, 18.22150, -20.44790], [-3.16911, 20.63500, -21.85062], [-2.42036, 20.61265, -22.84023], [-3.73122, 19.56660, -21.48320], [-3.38390, 21.68575, -21.24398], [-3.40706, 19.59845, -17.43504], [-2.15995, 18.41244, -17.12978], [-2.24231, 20.55501, -18.27326], [-4.67178, 20.75726, -17.74179], [-4.60734, 18.49485, -16.78347], [-3.14436, 20.35842, -15.89650], [-3.69325, 18.77686, -19.00730], [-3.25624, 23.62501, -18.54874], [-3.10963, 24.87945, -19.33985], [-2.23666, 24.96797, -20.15552], [-3.96528, 25.72358, -19.14450], [-2.28295, 23.17871, -18.40029], [-3.99264, 23.00563, -19.05413], [-3.76911, 23.86099, -17.61926], [-5.49427, 19.53281, -13.96493], [-4.98892, 20.13312, -12.67578], [-3.95220, 20.76099, -12.75991], [-5.60604, 19.91705, -11.64307], [-6.08181, 18.63220, -13.82565], [-4.56506, 19.25600, -14.45417], [-6.00670, 20.32314, -14.50288], [-1.72893, 16.91469, -20.52192], [-3.11684, 16.95403, -20.86240], [-3.35828, 16.33738, -22.14739], [-4.86195, 16.14248, -22.36284], [-5.44883, 17.39368, -22.05511], [-6.79988, 17.52627, -22.51859], [-1.46218, 17.80619, -19.96356], [-1.11310, 16.81494, -21.41375], [-1.55197, 16.03630, -19.90026], [-2.88510, 15.35323, -22.19795], [-2.88237, 17.00410, -22.86828], [-5.16521, 15.40918, -21.60604], [-4.96270, 15.72907, -23.36549], [-6.97593, 17.07898, -23.49280], [-6.99185, 18.59648, -22.55595], [-7.48204, 17.10034, -21.77574], [-6.52641, 20.61617, -20.57838], [-6.18651, 19.30312, -20.13058], [-7.19528, 18.77981, -19.27885], [-6.97416, 17.30625, -18.89448], [-5.66567, 16.88253, -19.32136], [-5.27584, 15.71471, -18.58601], [-6.83071, 21.23055, -19.73173], [-7.38088, 20.57863, -21.26328], [-5.70162, 21.06789, -21.12068], [-8.17386, 18.86878, -19.76612], [-7.23412, 19.42928, -18.39790], [-7.77240, 16.74522, -19.38131], [-7.02996, 17.25130, -17.81019], [-5.93746, 14.90543, -18.92547], [-5.50535, 15.75656, -17.51827], [-4.21597, 15.54961, -18.74341]]}

{"formula": "C10H26BrO22PS5Si2", "method": "wB97M-V/def2-TZVPD", "e_homo_ev": -8.6467, "lumo_ev": -0.09, "multiplicity": 1, "homo_lumo_gap_ev": 8.56, "species": ["O", "P", "Br", "Si", "O", "Si", "H", "H", "H", "H", "H", "H", "C", "C", "O", "S", "O", "O", "O", "H", "H", "H", "H", "C", "C", "O", "S", "O", "O", "O", "H", "H", "H", "H", "C", "C", "O", "S", "O", "O", "O", "H", "H", "H", "H", "C", "C", "O", "S", "O", "O", "O", "H", "H", "H", "H", "C", "C", "O", "S", "O", "O", "O", "H", "H", "H", "H"], "xyz": [[5.50943, -0.95653, -1.04920], [4.21525, -0.55822, -0.01311], [3.76885, 1.60970, -0.45560], [2.52413, -1.88177, -0.59500], [0.98361, -1.24743, -0.25783], [0.41127, -0.13880, -1.44043], [5.38965, -0.44482, -1.87617], [2.65378, -3.13539, 0.17782], [2.58408, -2.28794, -2.01508], [-0.07383, 1.04812, -0.71829], [1.60393, 0.32126, -2.17232], [-0.60296, -0.69253, -2.34228], [-4.57298, 2.91758, -3.78414], [-4.66292, 1.40823, -3.88967], [-3.30575, 0.95805, -3.85541], [-2.43867, 1.95627, -2.93177], [-2.33699, 1.38292, -1.63056], [-1.30678, 2.38512, -3.67192], [-3.50566, 3.16338, -2.86382], [-4.30613, 3.36733, -4.74354], [-5.49846, 3.36170, -3.42190], [-5.15317, 1.08282, -4.80488], [-5.18297, 0.98132, -3.02801], [0.81377, 2.34019, 3.28409], [2.02362, 3.22088, 3.03178], [2.66791, 3.33237, 4.29869], [2.43538, 1.95832, 5.12656], [3.58590, 1.13788, 4.96584], [1.90482, 2.29320, 6.40074], [1.24981, 1.35004, 4.21464], [0.00057, 2.90679, 3.74719], [0.45233, 1.86789, 2.37117], [1.75080, 4.20407, 2.65164], [2.71722, 2.74167, 2.33738], [-2.36865, -2.31452, 0.25073], [-3.36640, -1.17713, 0.33036], [-4.64810, -1.81537, 0.34819], [-4.52091, -3.23719, 1.10177], [-4.93333, -3.06952, 2.45275], [-5.06131, -4.24149, 0.25611], [-2.91189, -3.34848, 1.07844], [-2.28979, -2.70059, -0.76884], [-1.38037, -2.02247, 0.60451], [-3.28716, -0.49414, -0.51257], [-3.25446, -0.61687, 1.26263], [5.22308, 0.17354, -6.09046], [4.22766, 1.31497, -6.01422], [2.94579, 0.68246, -5.99732], [3.06408, -0.73808, -5.24136], [2.65023, -0.56445, -3.89025], [2.52197, -1.74166, -6.08433], [4.67503, -0.85467, -5.26113], [5.30277, -0.21574, -7.10833], [6.21100, 0.46284, -5.73593], [4.30930, 1.99573, -6.85916], [4.33992, 1.87708, -5.08305], [-1.35578, -2.88012, 5.85057], [-2.37328, -1.79013, 6.12855], [-1.61365, -0.70788, 6.67106], [-0.13666, -0.70927, 6.00435], [-0.11658, 0.22832, 4.93173], [0.82465, -0.69352, 7.04679], [-0.19458, -2.19695, 5.37270], [-1.08559, -3.41145, 6.76668], [-1.70855, -3.59473, 5.10859], [-3.14278, -2.10845, 6.82922], [-2.84446, -1.44374, 5.20460]]}